1.
Here is a structure of composition C87H195N10O25 at a distorted geometry from OMol25. Energies are from ωB97M-V with the def2-TZVPD basis set.

* lowest unoccupied orbital energy: -4.7493 eV
* HOMO: -11.22 eV
* HOMO-LUMO gap: 6.472 eV
* molar mass: 1781.562 g/mol

Geometry as ORCA input:
```
! RIJCOSX wB97M-V def2-TZVPD def2/J DEFGRID3
* xyz 3 1
C 0.89976 3.85546 -0.62163
C 1.00131 2.33589 -0.14047
C -0.07480 1.41749 -0.80180
N 0.35959 -0.14090 -0.57447
C 1.68430 -0.46664 -1.38709
C -0.80937 -1.09192 -0.91301
C -1.82550 -1.08715 0.26054
C -0.98500 -0.77220 1.50252
C 0.43696 -0.60777 0.90929
H 1.71399 4.49656 -0.28382
H -0.00499 4.29463 -0.20131
H 0.86312 3.99436 -1.70212
H 0.93836 2.36132 0.94741
H 1.99575 2.02526 -0.46092
H -0.17989 1.39104 -1.88640
H -0.99778 1.70373 -0.29754
H 1.68566 0.06502 -2.33863
H 1.68685 -1.55357 -1.46883
H 2.49994 -0.18303 -0.72195
H -0.33020 -2.05413 -1.09367
H -1.23015 -0.73679 -1.85372
H -2.40616 -2.00943 0.24214
H -2.44351 -0.22422 0.01252
H -0.96368 -1.57066 2.24422
H -1.22428 0.21673 1.89349
H 0.95830 -1.56469 0.88477
H 1.03307 0.20222 1.32962
C -2.82695 -5.10558 2.02202
C -4.35831 -5.26234 1.75059
C -4.72151 -6.59240 1.14913
N -6.28768 -6.86574 1.00479
C -6.95785 -5.83957 0.06137
C -6.87465 -6.96307 2.42337
C -7.71834 -8.23151 2.29701
C -6.75102 -9.17604 1.45934
C -6.42441 -8.29644 0.35434
H -2.47096 -5.67953 2.87756
H -2.62506 -4.03727 2.09990
H -2.14642 -5.48432 1.25944
H -4.68523 -4.41574 1.14687
H -4.88584 -5.03983 2.67812
H -4.37126 -7.37239 1.82518
H -4.30894 -6.70068 0.14605
H -6.42630 -5.88922 -0.88894
H -6.89680 -4.92307 0.64822
H -7.96853 -6.21539 -0.09800
H -7.59392 -6.15069 2.52726
H -6.19724 -6.96845 3.27730
H -8.66618 -8.08206 1.77993
H -8.03650 -8.68796 3.23431
H -7.24776 -10.11052 1.19840
H -5.89227 -9.50017 2.04721
H -7.22898 -8.24334 -0.37911
H -5.55720 -8.61662 -0.22318
C -2.13067 7.05967 -0.18189
C -1.41168 7.74290 -1.32064
C 0.12027 7.69623 -1.03851
N 1.13584 8.32860 -2.08890
C 0.87790 9.83935 -2.31235
C 0.94200 7.49676 -3.39660
C 2.30033 7.18272 -3.95662
C 3.07010 6.98748 -2.71605
C 2.65740 8.08749 -1.78744
H -1.71328 6.06282 -0.03992
H -3.18608 6.90787 -0.40811
H -2.01892 7.67228 0.71272
H -1.68665 8.78650 -1.47352
H -1.76046 7.40216 -2.29549
H 0.47044 6.67064 -0.92173
H 0.33397 8.21863 -0.10602
H 1.22124 10.31721 -1.39482
H -0.20093 9.99501 -2.31264
H 1.35262 10.29861 -3.17941
H 0.40462 8.12755 -4.10471
H 0.41900 6.60525 -3.05049
H 2.58779 8.01740 -4.59597
H 2.37646 6.37150 -4.68065
H 4.10633 6.98237 -3.05411
H 2.69666 6.06764 -2.26601
H 3.16374 9.03460 -1.97372
H 2.73959 7.90224 -0.71645
C -9.19597 -3.82563 2.66847
C -8.58870 -2.40506 2.74894
C -7.02200 -2.28881 2.61210
N -6.52078 -0.79586 2.37715
C -7.16962 -0.03510 1.20534
C -5.01387 -0.83850 2.10505
C -4.45396 0.38518 2.75542
C -5.61215 1.14581 3.50028
C -6.71027 0.12288 3.55844
H -8.89397 -4.37961 3.55729
H -8.74316 -4.30830 1.80239
H -10.27983 -3.88243 2.56785
H -8.90587 -1.91785 3.67097
H -8.97100 -1.74517 1.97016
H -6.60613 -2.83574 1.76592
H -6.49472 -2.49588 3.54333
H -8.25527 -0.04712 1.30185
H -7.06651 -0.75260 0.39130
H -6.68948 0.91668 0.97799
H -4.85940 -0.89891 1.02774
H -4.56563 -1.74457 2.51276
H -3.99336 1.07552 2.04875
H -3.73320 0.17920 3.54674
H -5.95412 1.98062 2.88852
H -5.39084 1.54633 4.48958
H -7.76574 0.38842 3.61829
H -6.46369 -0.57269 4.36061
C 4.07925 0.69966 -7.56335
C 4.61753 0.64191 -6.07569
C 4.82938 -0.84988 -5.62527
N 5.75343 -0.91889 -4.34879
C 7.27838 -0.65918 -4.53857
C 5.44129 -2.21601 -3.50568
C 5.76365 -1.83093 -2.06154
C 5.54330 -0.33594 -1.94693
C 5.20389 0.11285 -3.34710
H 3.01124 0.51250 -7.67486
H 4.57624 0.04105 -8.27561
H 4.29989 1.68004 -7.98559
H 4.13189 1.35610 -5.41072
H 5.54962 1.20698 -6.07532
H 5.32126 -1.43853 -6.39963
H 3.78072 -1.00115 -5.36931
H 7.81086 -0.97244 -3.64055
H 7.50596 0.39667 -4.68511
H 7.61041 -1.31640 -5.34226
H 5.82403 -3.14626 -3.92550
H 4.35551 -2.29649 -3.55778
H 6.81234 -1.95788 -1.79278
H 5.11116 -2.40431 -1.40306
H 6.45902 0.15102 -1.61162
H 4.79204 -0.06597 -1.20475
H 5.59878 1.10172 -3.58012
H 4.12890 0.11639 -3.52730
C 0.53049 -5.80060 -0.50049
C -0.72774 -6.38541 -1.15042
C -0.59194 -6.57459 -2.68821
N -1.95211 -6.61660 -3.51434
C -2.71208 -7.85811 -3.10988
C -1.63246 -6.65686 -4.98893
C -2.88203 -6.00476 -5.68242
C -3.03050 -4.78634 -4.79295
C -2.74969 -5.28592 -3.39588
H 0.62880 -4.82516 -0.97688
H 1.44465 -6.29969 -0.82193
H 0.41410 -5.75550 0.58234
H -1.50503 -5.62716 -1.05568
H -1.07763 -7.37256 -0.84842
H -0.02882 -7.47447 -2.93564
H 0.03327 -5.75568 -3.04400
H -2.96002 -7.70898 -2.05898
H -2.05308 -8.71122 -3.27118
H -3.61437 -7.98202 -3.70874
H -1.47858 -7.71087 -5.22020
H -0.77303 -6.03767 -5.24601
H -3.70589 -6.71808 -5.70524
H -2.81342 -5.68673 -6.72273
H -4.01091 -4.31002 -4.79780
H -2.31728 -4.02566 -5.11041
H -3.62548 -5.40307 -2.75762
H -2.11845 -4.55241 -2.89430
C 6.37270 3.36400 3.97937
C 6.31462 4.62178 3.08337
N 5.58309 4.41954 1.66182
C 4.04955 4.05893 1.93225
C 5.61689 5.78350 0.86815
C 4.65760 6.90697 1.40893
C 6.33080 3.38115 0.76446
C 7.88317 3.39318 0.73149
O 8.50271 4.64990 0.33567
C 9.81992 4.38725 -0.19389
H 5.42656 3.23923 4.50601
H 7.23876 3.30431 4.63852
H 6.38645 2.45395 3.37960
H 7.30234 4.93591 2.74596
H 5.81304 5.48665 3.51754
H 3.50750 3.90476 0.99924
H 3.61847 4.81911 2.58371
H 4.17910 3.15023 2.52011
H 5.38958 5.64797 -0.18923
H 6.67292 6.05247 0.89212
H 4.82963 6.95542 2.48418
H 3.61370 6.73916 1.14399
H 4.91899 7.82887 0.88943
H 5.93123 3.36869 -0.24959
H 6.10038 2.42196 1.22811
H 8.25096 2.62179 0.05487
H 8.28347 3.12137 1.70820
H 9.72230 3.74538 -1.06943
H 10.47855 3.80908 0.45421
H 10.22117 5.36687 -0.45358
C 0.87928 3.91430 -8.14745
C 0.53825 4.13651 -6.60511
N -0.02553 3.02823 -5.76828
C 1.02477 1.90337 -5.84655
C -0.10584 3.46290 -4.26435
C -1.25929 4.42271 -3.82410
C -1.38707 2.55357 -6.29186
C -2.19551 1.56490 -5.34471
O -1.52029 0.37426 -5.03045
C -2.26433 -0.63052 -4.25688
H 1.58079 4.70012 -8.42759
H 0.05757 4.04979 -8.85067
H 1.46729 3.03704 -8.41719
H -0.27781 4.85910 -6.60157
H 1.40890 4.61460 -6.15622
H 0.91174 1.06787 -5.15570
H 2.00487 2.35315 -5.68786
H 1.03203 1.55830 -6.88046
H 0.87611 3.80678 -3.93936
H -0.21308 2.52115 -3.72611
H -1.14058 4.59292 -2.75404
H -2.26854 4.01169 -3.84813
H -1.21018 5.36634 -4.36748
H -1.21434 2.16212 -7.29437
H -2.00919 3.44855 -6.28298
H -3.11395 1.15724 -5.76704
H -2.63233 2.06344 -4.47941
H -2.93999 -0.19186 -3.52260
H -1.57535 -1.38833 -3.88388
H -3.00010 -1.14913 -4.87152
C 2.96745 -1.75711 5.31917
C 1.97374 -2.96672 5.60682
N 2.26346 -4.27597 4.89775
C 3.64559 -4.80954 5.44904
C 1.12905 -5.25407 5.26796
C 0.69524 -5.25196 6.72868
C 2.37301 -4.06227 3.32858
C 2.83254 -5.30466 2.49339
O 2.11700 -6.50297 2.79320
C 2.89401 -7.66267 2.88300
H 2.53252 -0.81224 5.64500
H 3.06154 -1.61490 4.24259
H 3.98075 -1.88152 5.70109
H 0.93492 -2.74179 5.36521
H 2.03642 -3.08089 6.68901
H 3.54868 -4.72015 6.53104
H 4.48775 -4.18110 5.15936
H 3.71196 -5.81904 5.04331
H 1.27680 -6.29773 4.99037
H 0.34717 -4.85017 4.62482
H 1.42581 -5.71411 7.39259
H -0.15523 -5.92646 6.82792
H 0.39233 -4.29510 7.15384
H 3.16605 -3.32062 3.23296
H 1.40032 -3.69438 3.00204
H 3.90728 -5.48063 2.53891
H 2.71224 -5.20339 1.41480
H 3.76371 -7.60170 3.53722
H 3.10941 -7.88260 1.83738
H 2.28711 -8.52608 3.15561
C 2.35797 2.21854 4.57431
C 0.86722 2.07255 4.17104
N -0.18995 2.11638 5.40402
C 0.23881 1.11627 6.48083
C -0.17719 3.56333 5.95395
C -1.36225 3.78297 6.95928
C -1.60883 1.62426 4.89004
C -2.28259 2.64136 3.95962
O -1.66301 2.57693 2.72901
C -2.19587 3.60335 1.79983
H 2.76862 1.58824 5.36310
H 2.62020 3.23297 4.87476
H 3.04885 2.06537 3.74526
H 0.71487 1.15096 3.60929
H 0.53146 2.83436 3.46747
H 0.30804 0.12317 6.03690
H -0.47387 1.15006 7.30487
H 1.25101 1.36359 6.80082
H -0.26326 4.23727 5.10160
H 0.85949 3.69947 6.26197
H -1.63817 4.83175 7.06897
H -1.06580 3.39746 7.93478
H -2.31782 3.43458 6.56735
H -2.21123 1.36993 5.76212
H -1.38506 0.67609 4.40116
H -2.32063 3.62241 4.43312
H -3.30713 2.28724 3.84561
H -1.84074 3.42385 0.78506
H -1.88039 4.57611 2.17709
H -3.28507 3.56654 1.81947
O 1.53318 -1.87706 -4.37269
C 1.07505 -3.03420 -4.02597
O 0.27362 -3.48109 -4.81961
O 1.50912 -3.65439 -3.04615
H 0.78310 -1.97697 -4.96346
O 3.83340 -1.28124 1.32407
C 4.18912 -0.10874 1.84338
O 4.99149 -0.11156 2.79724
O 3.59475 0.86119 1.44553
H 4.45239 -1.88864 1.73578
O 4.05656 3.85856 -2.03145
C 3.81658 3.54461 -3.27676
O 3.11291 2.55870 -3.44692
O 4.15765 4.29184 -4.21107
H 3.58349 3.15030 -1.58853
O -0.12310 5.99453 2.79658
C 1.02579 6.53514 2.80977
O 1.72690 6.68402 3.82017
O 1.19381 6.88111 1.62852
H 0.10100 6.40196 1.95671
O -3.06602 -4.08459 5.49755
C -2.92302 -2.77135 5.42092
O -4.00782 -2.14854 5.38711
O -1.80925 -2.20670 5.38186
H -4.01277 -4.22379 5.57427
O -5.21369 2.18603 -1.05634
C -4.15065 3.01710 -1.07667
O -4.26853 4.23422 -0.85480
O -3.10645 2.46401 -1.47200
H -4.73950 1.42490 -1.39899
O -4.68175 -2.32935 -3.06142
C -4.83838 -2.01893 -1.82005
O -5.05708 -0.80230 -1.49018
O -4.79491 -2.99464 -1.06271
H -4.56233 -3.21820 -2.71893
*
```

***

2.
Here is a structure of composition C40H34Cl2N3OP2V at a distorted geometry from OMol25. Energies are from ωB97M-V with the def2-TZVPD basis set.

* lowest unoccupied orbital energy (spin up / spin down): -10.6927 / -9.5909 eV
* HOMO (spin up / spin down): -16.41 / -16.41 eV
* HOMO-LUMO gap (spin up / spin down): 5.716 / 6.820 eV
* ⟨S²⟩: 0.9463
* molar mass: 756.530 g/mol

Geometry as ORCA input:
```
! RIJCOSX wB97M-V def2-TZVPD def2/J DEFGRID3
* xyz 3 2
V -0.27943 -0.18798 0.16186
Cl 0.00182 4.47756 0.06587
C 1.36118 3.47935 -0.16502
C 2.62102 4.02226 -0.42761
C 3.73394 3.22251 -0.59298
Cl 5.22896 3.92891 -0.96098
C 3.63455 1.79740 -0.45522
C 4.70152 0.88741 -0.54064
C 4.44997 -0.45641 -0.36868
C 3.14528 -0.89174 -0.13022
N 2.11226 -0.06266 -0.05980
C 2.36436 1.26187 -0.20478
C 1.21948 2.09720 -0.08450
O 0.12247 1.39882 0.10874
H 2.72205 5.09697 -0.50437
H 5.70369 1.24744 -0.73317
H 5.25654 -1.17412 -0.41793
H 2.94090 -1.94627 0.02056
C -2.53651 1.50897 2.62232
N -2.34806 0.06841 2.25218
P -2.72780 -0.23677 0.54853
C -3.76584 -1.72575 0.58886
C -4.26865 -2.16631 -0.63845
C -5.19690 -3.19192 -0.67105
C -5.61932 -3.78537 0.51290
C -5.10985 -3.35320 1.73000
C -4.18232 -2.32247 1.77550
C -3.93584 0.98384 0.00157
C -5.17649 1.04115 0.64497
C -6.16717 1.85323 0.12841
C -5.93931 2.57964 -1.03820
C -4.70905 2.52118 -1.67392
C -3.69853 1.72493 -1.15401
P -0.70783 -0.42897 2.43515
C -0.18763 0.07205 4.07772
C -1.11558 -0.08477 5.11256
C -0.72672 0.18925 6.41183
C 0.57008 0.61445 6.67771
C 1.48432 0.77346 5.64561
C 1.10976 0.50874 4.33815
C -0.45792 -2.26498 2.41536
C -1.13035 -3.10857 3.47599
C -0.70368 -4.36222 3.49910
C 0.35245 -4.68864 2.46543
C 1.47028 -3.67974 2.58738
C 1.06244 -2.42075 2.55347
H -3.59720 1.70824 2.73933
H -2.13542 2.19368 1.86817
H -2.04081 1.71805 3.56584
H -3.94553 -1.69197 -1.55942
H -5.60509 -3.51882 -1.61817
H -6.35526 -4.57752 0.48620
H -5.44372 -3.81520 2.64978
H -3.80725 -1.97048 2.72705
H -5.36608 0.44965 1.53276
H -7.12698 1.91053 0.62383
H -6.73135 3.18680 -1.45533
H -4.53750 3.09214 -2.57632
H -2.73263 1.67753 -1.64423
H -2.12883 -0.40399 4.90129
H -1.43778 0.07477 7.21880
H 0.86402 0.83080 7.69586
H 2.48966 1.11039 5.85913
H 1.81186 0.65602 3.52585
H -1.87972 -2.69667 4.13631
H -1.05823 -5.11561 4.18912
H 0.69977 -5.71525 2.52449
H 2.49851 -3.99815 2.69887
H 1.71872 -1.56160 2.61701
C 1.04401 -6.23464 -0.09858
C 0.55069 -4.83851 -0.07669
C 0.86500 -3.96676 -1.07424
C 0.49642 -2.60887 -0.98883
N -0.19452 -2.06308 -0.02016
C -0.77213 -2.92575 1.02662
C -0.31601 -4.40456 1.06524
H 1.11446 -6.60893 -1.11983
H 0.42927 -6.90618 0.49791
H 2.06154 -6.27299 0.30733
H 1.44350 -4.28971 -1.92944
H 0.83740 -1.94223 -1.78061
H -1.84516 -2.91375 0.86412
H -1.20807 -5.03550 1.01344
*
```